76
Properties=species:S:1:pos:R:3 method="wB97M-V/def2-TZVPD" molar_mass_g_mol=948.08 largest_force_ha_per_bohr=0.0024 homo_ev=-14.0 total_energy_ha=-6845.7065 total_charge=+2
Sc 0.000 -0.688 1.006
C 3.556 -1.761 1.268
P 2.680 -0.294 0.641
C 3.406 -0.030 -1.000
C 3.304 1.067 1.696
C 2.739 0.959 3.114
P 0.904 0.915 3.137
C 0.445 2.657 2.846
C 0.501 0.668 4.890
H 4.634 -1.603 1.205
H 3.289 -2.624 0.661
H 3.287 -1.964 2.304
H 4.495 -0.024 -0.933
H 3.081 0.916 -1.432
H 3.092 -0.841 -1.658
H 3.014 2.014 1.232
H 4.396 1.047 1.713
H 3.081 1.794 3.731
H 3.092 0.047 3.602
H 0.903 3.300 3.599
H -0.638 2.770 2.905
H 0.769 2.987 1.859
H 0.968 1.445 5.496
H 0.854 -0.307 5.226
H -0.579 0.713 5.034
N -4.282 -0.599 1.994
C -3.127 -1.204 2.241
N -2.156 -0.522 1.651
C -2.820 0.511 1.036
N -4.110 0.492 1.227
C -2.098 1.478 0.209
C -2.702 2.585 -0.375
N -2.017 3.416 -1.147
C -0.733 3.146 -1.355
C -0.115 2.047 -0.776
N -0.796 1.216 0.016
H -5.211 -0.869 2.286
H -3.026 -2.109 2.819
H -3.752 2.790 -0.210
H -0.179 3.818 -1.998
H 0.928 1.825 -0.957
F -2.558 -5.897 1.414
C -1.832 -5.125 2.212
C -0.915 -4.223 1.680
C -0.272 -3.454 2.624
F 0.622 -2.459 2.209
C -0.454 -3.529 3.987
F 0.210 -2.723 4.813
C -1.362 -4.456 4.474
F -1.572 -4.559 5.769
C -2.062 -5.251 3.577
F -2.948 -6.115 4.028
Ge -0.541 -4.126 -0.280
S -0.176 -2.042 -0.915
C 0.997 -5.265 -0.608
C 0.856 -6.610 -0.301
F -0.304 -7.025 0.225
C 1.850 -7.543 -0.520
F 1.670 -8.816 -0.215
C 3.052 -7.117 -1.069
F 4.020 -7.982 -1.287
C 3.234 -5.779 -1.385
F 4.386 -5.368 -1.901
C 2.210 -4.878 -1.156
F 2.440 -3.597 -1.492
C -2.148 -4.658 -1.220
C -3.357 -4.085 -0.867
F -3.397 -3.203 0.162
C -4.538 -4.375 -1.513
F -5.678 -3.805 -1.136
C -4.518 -5.273 -2.572
F -5.635 -5.560 -3.209
C -3.324 -5.860 -2.963
F -3.305 -6.704 -3.979
C -2.159 -5.543 -2.284
F -1.022 -6.112 -2.691



59
Properties=species:S:1:pos:R:3 method="wB97M-V/def2-TZVPD" molar_mass_g_mol=549.27 largest_force_ha_per_bohr=0.0575 homo_ev=-10.9 total_energy_ha=-3463.7155 total_charge=+1
Ga -0.087 -0.774 -0.400
C -2.239 -3.496 -2.913
C -3.437 -3.784 -2.240
C -3.760 -3.080 -1.091
C -2.949 -1.976 -0.667
N -1.758 -1.756 -1.348
C -1.472 -2.487 -2.424
N -3.335 -1.232 0.388
C -2.678 -0.257 0.953
N -1.393 0.172 0.610
C -1.285 1.527 0.863
N -0.457 2.373 0.290
C 0.279 2.177 -0.834
C 0.727 3.291 -1.598
C 1.433 3.069 -2.770
C 1.808 1.767 -3.139
C 1.369 0.710 -2.384
N 0.595 0.886 -1.275
C -2.437 1.925 1.711
C -2.878 3.184 2.157
C -4.207 3.299 2.579
C -5.056 2.198 2.611
C -4.627 0.939 2.209
C -3.307 0.797 1.768
H -1.985 -4.098 -3.768
H -4.067 -4.591 -2.620
H -4.689 -3.241 -0.585
H -0.478 -2.313 -2.834
H 0.431 4.277 -1.311
H 1.676 3.939 -3.401
H 2.406 1.513 -4.006
H 1.632 -0.307 -2.645
H -2.189 4.034 2.186
H -4.602 4.270 2.880
H -6.108 2.333 2.923
H -5.280 0.038 2.268
C 4.555 3.359 0.857
C 3.465 3.276 1.713
C 2.708 2.125 1.799
C 3.134 0.971 1.066
C 4.312 1.035 0.303
C 4.942 2.258 0.143
N 2.391 -0.193 1.039
N 2.987 -1.208 0.528
C 2.248 -2.367 0.441
C 2.970 -3.591 0.590
C 2.236 -4.738 0.806
C 0.852 -4.720 0.665
C 0.179 -3.550 0.359
C 0.845 -2.345 0.252
H 5.086 4.293 0.732
H 3.141 4.169 2.233
H 1.785 2.114 2.395
H 4.656 0.088 -0.166
H 5.729 2.319 -0.633
H 4.061 -3.623 0.659
H 2.726 -5.700 1.062
H 0.297 -5.692 0.768
H -0.901 -3.613 0.244